2 unconnected molecules or ions with the total composition H4I2Si2, computed with ωB97M-V with the def2-TZVPD basis set.

## Properties
**E_HOMO**: -8.7 eV
**Total energy**: -1176.7256 hartree
**HOMO-LUMO gap**: 7.56 eV
**Energy relative to the best compared isomer or geometry (same formula, charge and spin)**: 2.077 eV
**Net charge**: 0

Each line ends with the natural charge from an NBO analysis.
Element x y z (Å)
I  3.448  -0.741  -0.735  -0.283
I  -3.155  0.898  -0.749  -0.195
Si  -1.305  -0.330  0.238  0.676
Si  2.251  1.330  -0.277  0.577
H  -1.302  -0.785  1.636  -0.119
H  -0.018  0.078  -0.314  -0.196
H  1.545  0.921  0.944  -0.304
H  -1.465  -1.372  -0.743  -0.156



2 unconnected molecules or ions with the total composition H4I2Si2, computed with ωB97M-V with the def2-TZVPD basis set.

## Properties
**E_HOMO (spin up / spin down)**: -7.3 / -9.7 eV
**Total energy**: -1176.6766 hartree
**HOMO-LUMO gap (spin up / spin down)**: 7.48 / 7.01 eV
**Multiplicity**: 3
**Energy relative to the best compared isomer or geometry (same formula, charge and spin)**: 0.000 eV
**Net charge**: 0

Each line ends with the natural charge from an NBO analysis.
Element x y z (Å)
I  0.501  1.093  -0.223  -0.216
I  -3.903  -0.975  0.064  -0.207
Si  2.292  -0.581  -0.428  0.615
Si  -4.153  1.433  0.673  0.365
H  3.210  -0.400  0.729  -0.150
H  1.448  -1.858  -0.327  -0.122
H  -2.749  1.800  1.043  -0.159
H  3.355  -0.512  -1.532  -0.126



2 unconnected molecules or ions with the total composition H4INP2, computed with ωB97M-V with the def2-TZVPD basis set.

## Properties
**E_HOMO (spin up / spin down)**: -9.7 / -8.2 eV
**Total energy**: -1037.4301 hartree
**HOMO-LUMO gap (spin up / spin down)**: 8.04 / 5.37 eV
**Energy relative to the best compared isomer or geometry (same formula, charge and spin)**: 1.974 eV
**Net charge**: 0

Each line ends with the natural charge from an NBO analysis.
Element x y z (Å)
I  -4.434  -0.067  -0.699  -0.060
P  -0.855  0.423  0.535  0.843
P  1.251  -0.143  0.002  -0.046
N  -1.862  -0.686  0.866  -1.116
H  -2.278  -1.216  0.182  0.380
H  1.771  1.090  -0.566  0.022
H  1.374  -0.641  -1.375  0.020
H  -0.323  0.981  1.754  -0.043



A gas-phase ion, H4N2O2P (charge -1), computed with ωB97M-V with the def2-TZVPD basis set.

## Properties
**E_HOMO**: -4.6 eV
**Total energy**: -603.8342 hartree
**HOMO-LUMO gap**: 9.34 eV
**SMILES**: NN[P@H](=O)[O-]
**Energy relative to the best compared isomer or geometry (same formula, charge and spin)**: 2.351 eV
**Net charge**: -1

Each line ends with the natural charge from an NBO analysis.
Element x y z (Å)
P  -0.289  -1.253  1.050  2.137
O  -1.193  -1.486  2.189  -1.202
O  -0.025  -2.371  0.181  -1.190
N  -1.088  0.020  0.185  -0.807
N  -0.204  0.396  -0.972  -0.706
H  -0.227  -0.411  -1.560  0.355
H  -1.303  0.833  0.715  0.355
H  1.005  -0.716  1.516  -0.254
H  0.827  0.462  -0.658  0.312